No. 1
The molecule H5N4PS, computed with wB97M-V/def2-TZVPD.

Properties
- calculated total energy (Eh) = -961.480354
- orbital gap (Eh) = 0.3023
- HOMO level (eV) = -8.4015
- relative energy (zero: lowest compared OMol25 entry of this formula, charge and spin) (kJ/mol) = 205.0

Structure (ORCA input):
```
! wB97M-V def2-TZVPD RIJCOSX def2/J DEFGRID3
* xyz 0 1
N -2.535 0.289 2.099
N -3.585 -0.007 1.687
N 1.638 0.877 -0.346
N -0.155 -0.751 -1.299
P -0.041 0.911 -0.761
S -0.726 0.713 1.300
H -2.256 0.376 3.030
H 1.862 0.648 0.621
H 2.145 1.665 -0.555
H 0.738 -0.910 -1.656
H -0.865 -0.943 -1.922
*
```

=====

No. 2
A cluster of 2 separate species, H5NO in total, computed with wB97M-V/def2-TZVPD.

Properties
- calculated total energy (Eh) = -132.977978
- orbital gap (Eh) = 0.3773
- SMILES = N.O
- HOMO level (eV) = -9.5121
- relative energy (zero: lowest compared OMol25 entry of this formula, charge and spin) (kJ/mol) = 39.1

Structure (ORCA input):
```
! wB97M-V def2-TZVPD RIJCOSX def2/J DEFGRID3
* xyz 0 1
H -1.779 0.894 0.331
H -1.991 -0.847 0.352
H -0.662 -0.229 -0.427
H 2.402 -0.590 0.181
H 2.015 0.872 -0.049
N -1.665 -0.027 -0.226
O 1.680 -0.072 -0.162
*
```

=====

No. 3
A cluster of 2 separate species, H5NO in total, computed with wB97M-V/def2-TZVPD.

Properties
- calculated total energy (Eh) = -132.989435
- orbital gap (Eh) = 0.4294
- SMILES = N.O
- HOMO level (eV) = -10.7658
- relative energy (zero: lowest compared OMol25 entry of this formula, charge and spin) (kJ/mol) = 9.0

Structure (ORCA input):
```
! wB97M-V def2-TZVPD RIJCOSX def2/J DEFGRID3
* xyz 0 1
N -0.887 -0.050 -0.545
H -0.898 -0.427 -1.499
H -1.758 0.476 -0.423
H -0.931 -0.852 0.092
O 1.635 0.047 1.081
H 0.855 -0.114 0.504
H 1.983 0.921 0.790
*
```

=====

No. 4
A structure of composition H5NO2P2, computed with wB97M-V/def2-TZVPD.

Properties
- calculated total energy (Eh) = -890.889061
- orbital gap (Eh) = 0.3165
- HOMO level (eV) = -8.9168
- relative energy (zero: lowest compared OMol25 entry of this formula, charge and spin) (kJ/mol) = 264.8

Structure (ORCA input):
```
! wB97M-V def2-TZVPD RIJCOSX def2/J DEFGRID3
* xyz 0 1
N -1.922 0.518 -0.756
O 1.437 0.257 -0.926
O 1.722 -0.872 1.367
P -0.707 0.189 1.248
P 0.741 -0.971 0.079
H -2.781 0.933 -0.523
H -2.119 -0.377 -0.943
H 1.169 0.228 -1.820
H 2.569 -1.398 1.228
H -0.107 1.492 1.046
*
```

=====

No. 5
The molecule H5NOSi, computed with wB97M-V/def2-TZVPD.

Properties
- calculated total energy (Eh) = -422.399673
- orbital gap (Eh) = 0.3447
- SMILES = NO[SiH3]
- HOMO level (eV) = -8.5694
- relative energy (zero: lowest compared OMol25 entry of this formula, charge and spin) (kJ/mol) = 358.5

Structure (ORCA input):
```
! wB97M-V def2-TZVPD RIJCOSX def2/J DEFGRID3
* xyz 0 1
N 1.736 0.013 0.144
O 0.724 -0.975 -0.026
Si -0.976 -0.334 0.138
H 2.616 -0.386 -0.242
H 1.577 0.898 -0.326
H -0.650 0.881 -0.597
H -1.482 -1.387 -0.736
H -1.689 -0.177 1.395
*
```

=====

No. 6
A cluster of 3 separate species, H5O2S in total, computed with wB97M-V/def2-TZVPD.

Properties
- calculated total energy (Eh) = -551.713853
- orbital gap (Eh) = 0.2702
- HOMO level (eV) = -3.2451
- relative energy (zero: lowest compared OMol25 entry of this formula, charge and spin) (kJ/mol) = 21.3

Structure (ORCA input):
```
! wB97M-V def2-TZVPD RIJCOSX def2/J DEFGRID3
* xyz -1 1
S 0.109 -0.182 0.196
H 0.727 0.284 1.308
H -3.275 -1.057 0.396
H -1.836 -1.421 0.993
O -2.780 -1.633 0.936
H 1.785 1.301 -1.095
H 3.051 1.748 -0.683
O 2.483 1.900 -1.434
*
```

=====

No. 7
A cluster of 3 separate species, H5O3 in total, computed with wB97M-V/def2-TZVPD.

Properties
- calculated total energy (Eh) = -228.750951
- orbital gap (Eh) = 0.3394
- HOMO level (eV) = -4.2048
- relative energy (zero: lowest compared OMol25 entry of this formula, charge and spin) (kJ/mol) = 0.0

Structure (ORCA input):
```
! wB97M-V def2-TZVPD RIJCOSX def2/J DEFGRID3
* xyz -1 1
O 1.285 1.122 -1.098
H 0.640 1.732 -1.467
O -1.291 -0.334 1.677
H -0.916 -0.569 0.722
H -0.589 0.224 2.023
O -0.245 -0.890 -0.573
H 0.697 0.285 -0.917
H 0.418 -1.571 -0.367
*
```

=====

No. 8
A cluster of 3 separate species, H5O3 in total, computed with wB97M-V/def2-TZVPD.

Properties
- calculated total energy (Eh) = -228.741580
- orbital gap (Eh) = 0.3268
- HOMO level (eV) = -4.0106
- relative energy (zero: lowest compared OMol25 entry of this formula, charge and spin) (kJ/mol) = 24.6

Structure (ORCA input):
```
! wB97M-V def2-TZVPD RIJCOSX def2/J DEFGRID3
* xyz -1 1
O -0.327 -0.087 -0.173
H -1.239 0.150 -0.364
O 0.180 -0.761 2.356
H -0.474 -1.455 2.260
H -0.025 -0.181 1.567
O 0.665 0.615 -2.291
H 0.328 0.195 -1.276
H 0.893 1.523 -2.079
*
```

=====

No. 9
A structure of composition H5O3, computed with wB97M-V/def2-TZVPD.

Properties
- calculated total energy (Eh) = -228.740680
- orbital gap (Eh) = 0.3299
- HOMO level (eV) = -4.1123
- relative energy (zero: lowest compared OMol25 entry of this formula, charge and spin) (kJ/mol) = 27.0

Structure (ORCA input):
```
! wB97M-V def2-TZVPD RIJCOSX def2/J DEFGRID3
* xyz -1 1
O -0.538 -0.857 1.902
H 0.192 -0.406 2.319
O 1.387 0.120 -1.472
H 0.634 0.195 -0.786
H 1.168 0.884 -2.046
O -0.775 0.435 -0.137
H -0.746 -0.210 0.868
H -1.322 -0.161 -0.648
*
```

=====

No. 10
A structure of composition H5P3S, computed with wB97M-V/def2-TZVPD.

Properties
- calculated total energy (Eh) = -1425.100103
- orbital gap (spin up / spin down) (Eh) = 0.2311 / 0.2706
- HOMO level (spin up / spin down) (eV) = -8.1253 / -8.5325
- relative energy (zero: lowest compared OMol25 entry of this formula, charge and spin) (kJ/mol) = 240.7

Structure (ORCA input):
```
! wB97M-V def2-TZVPD RIJCOSX def2/J DEFGRID3
* xyz 0 1
P 1.182 -0.676 -0.256
P -1.680 -0.351 -0.184
P 1.498 1.486 -0.214
S -1.782 1.436 0.418
H 1.100 -0.970 -1.593
H 2.484 -0.577 -0.032
H -1.470 -1.179 0.957
H -3.034 -0.386 -0.314
H 1.703 1.217 1.218
*
```

=====

The highest relative energy (zero: lowest compared OMol25 entry of this formula, charge and spin) belongs to which entry?
H5NOSi